Entry 1:
Entry from the Open Molecules 2025 dataset: an isolated molecule of C8H14N2OS (the ωB97M-V functional and the def2-TZVPD basis).

Structure (XYZ):
```
26
Properties=species:S:1:pos:R:3:forces:R:3
N 2.3620 2.0428 -1.0212 -0.738 2.159 -0.656
C 1.7732 0.8994 -0.3752 0.679 1.601 -3.085
N 0.5669 0.6607 -0.7905 0.689 -0.877 1.141
C -0.1670 -0.6103 -0.3975 5.333 -0.510 3.203
C -0.4820 -0.3992 1.1913 -0.585 -0.113 0.131
C -1.2950 0.9746 1.2327 1.929 -0.688 3.047
C -2.2584 1.0717 0.0051 -1.600 -0.340 4.312
C -2.4899 -0.2294 -0.6862 0.696 -2.022 3.721
O -1.2319 -0.9151 -1.0980 -4.134 0.970 -1.455
C 0.9342 -1.7771 -0.8017 -2.220 -0.108 3.542
C 2.1328 -1.6905 0.2307 -2.907 1.630 0.837
S 3.1104 0.0061 0.4363 -2.809 -1.951 -0.605
H 1.5892 2.6246 -1.5051 2.083 -1.316 1.100
H 3.3677 2.4702 -1.0562 -2.845 -1.778 0.657
H 0.4027 -0.2387 1.8419 -0.099 -0.133 -0.865
H -1.0009 -1.2936 1.7248 0.391 1.414 -1.343
H -0.5336 1.8052 1.2019 -0.655 -0.930 -0.526
H -1.6077 1.1824 2.4207 -0.344 -0.893 -3.220
H -3.1766 1.3571 0.6180 0.456 0.062 -1.881
H -1.8039 1.8282 -0.4935 0.467 2.319 -2.275
H -2.9576 -0.7978 0.2719 0.913 0.265 -2.477
H -3.2112 -0.2698 -1.4673 -0.110 0.110 -0.799
H 0.3860 -2.8350 -0.8738 1.332 2.038 0.995
H 1.1508 -1.6076 -1.7889 1.000 0.814 -2.375
H 2.8269 -2.3965 -0.0423 1.816 -1.618 -0.111
H 1.6129 -1.8624 1.2221 1.260 -0.106 -1.016
```
Forces are in eV/Å.

Properties
* SMILES string: NC1=N[C@]2(CCCCO2)CCS1
* HOMO level: -8.53 eV
* total charge: 0
* multiplicity: 1
* Kohn-Sham gap: 9.3 eV

And the Löwdin charges, in e, turn out to be: number 1, N, carries -0.04; number 2, C, carries -0.72; number 3, N, carries 0.10; number 4, C, carries -0.53; number 5, C, carries -0.12; number 6, C, carries -0.21; number 7, C, carries -0.21; number 8, C, carries -0.12; number 9, O, carries -0.06; number 10, C, carries -0.10; number 11, C, carries -0.35; number 12, S, carries 0.88; number 13, H, carries 0.11; number 14, H, carries 0.12; number 15, H, carries 0.08; number 16, H, carries 0.13; number 17, H, carries 0.09; number 18, H, carries 0.15; number 19, H, carries 0.14; number 20, H, carries 0.06; number 21, H, carries 0.16; number 22, H, carries 0.11; number 23, H, carries 0.16; number 24, H, carries 0.06; number 25, H, carries 0.02; number 26, H, carries 0.07



Entry 2:
Entry from the Open Molecules 2025 dataset: C23H29ClN7O5PRbSb as an isolated structure (the ωB97M-V functional and the def2-TZVPD basis).

Structure (XYZ):
```
68
Properties=species:S:1:pos:R:3:forces:R:3
Rb -0.2653 1.2210 -1.1136 0.453 0.774 1.063
C -2.7240 3.4847 4.6986 0.043 -0.005 0.132
N -2.3807 3.4580 3.2969 0.017 -0.166 -0.079
C -2.8147 4.3304 2.3330 0.026 0.020 0.028
C -2.2728 3.8872 1.1570 -0.113 0.066 -0.037
N -1.5353 2.7690 1.3748 -0.026 -0.067 0.034
C -1.6090 2.5201 2.6623 0.029 0.212 -0.172
P -0.7177 1.2122 3.5523 0.131 -0.307 -0.158
C -1.3753 -0.2244 2.6439 -0.354 0.001 0.078
N -2.6134 -0.2298 2.1856 0.109 0.162 0.110
C -2.8023 -1.4780 1.6625 0.080 -0.010 -0.013
C -1.6701 -2.2305 1.8171 -0.250 -0.107 0.131
N -0.7747 -1.4333 2.4756 0.071 0.141 -0.053
C 0.5834 -1.8246 2.8131 0.189 -0.054 0.022
C 0.9070 1.3778 2.7443 0.155 0.270 0.058
N 1.1171 1.4312 1.4500 -0.018 -0.209 0.264
C 2.4554 1.5892 1.2769 0.276 -0.017 -0.125
C 3.0792 1.6313 2.4934 -0.019 0.003 0.070
N 2.0899 1.5046 3.4360 -0.219 -0.024 -0.102
C 2.2745 1.4870 4.8663 0.117 0.020 0.046
H -3.5545 4.1713 4.8502 -0.015 0.001 -0.032
H -3.0211 2.4908 5.0294 -0.036 0.020 -0.001
H -1.8804 3.8109 5.3103 -0.010 0.017 -0.024
H -3.4509 5.1663 2.5706 -0.006 -0.017 0.006
H -2.3716 4.3017 0.1662 -0.012 0.031 0.040
H -3.7284 -1.7383 1.1755 0.055 -0.068 -0.020
H -1.4089 -3.2328 1.5153 0.061 0.032 -0.051
H 0.5657 -2.7665 3.3621 -0.059 0.003 -0.003
H 1.1717 -1.9549 1.8994 -0.089 0.014 -0.014
H 1.0397 -1.0612 3.4400 -0.051 0.022 0.051
H 2.8798 1.6754 0.2842 -0.065 0.045 -0.007
H 4.1144 1.7358 2.7726 -0.012 0.012 -0.005
H 2.7366 2.4163 5.2061 -0.007 -0.010 -0.007
H 1.3054 1.3823 5.3467 -0.018 -0.001 0.011
H 2.9066 0.6489 5.1677 -0.003 0.000 -0.027
O -3.4135 -4.5451 -3.2271 -0.063 0.057 -0.071
C -2.5705 -3.5709 -2.7498 0.105 0.120 0.048
C -1.5226 -3.8790 -1.8970 -0.031 -0.058 -0.012
C -0.7241 -2.8478 -1.4224 -0.166 -0.021 0.108
N -0.9074 -1.5821 -1.7962 0.009 -0.159 -0.005
C -1.9076 -1.2956 -2.6300 -0.040 -0.012 -0.048
C -2.7861 -2.2547 -3.1155 -0.096 -0.057 -0.068
C -2.0318 0.1737 -3.0478 -0.540 -0.101 -0.591
O -3.1295 0.7245 -2.8426 -0.022 -0.136 0.084
O -0.9937 0.6743 -3.5364 -0.194 -0.157 -0.584
C 0.3447 -3.1467 -0.3510 -0.057 0.280 0.218
O 0.2307 -4.2566 0.2223 0.085 -0.128 -0.093
O 1.1457 -2.2244 -0.0992 0.057 -0.177 -0.228
H -3.1358 -5.3764 -2.8330 0.033 -0.076 0.015
H -1.3319 -4.8923 -1.5614 0.029 0.029 0.053
H -3.6104 -1.9745 -3.7573 0.007 0.016 0.017
C 3.3026 -2.1308 -2.8954 -0.120 0.010 0.082
Sb 1.7579 -0.6048 -3.1580 0.847 -0.275 -0.724
C 0.7695 -1.8190 -4.6600 -0.145 0.011 0.130
C 2.9740 0.3527 -4.7161 -0.157 0.097 0.115
H 3.4846 -2.6716 -3.8274 0.011 0.053 -0.012
H 2.9595 -2.8226 -2.1264 0.043 -0.037 0.034
H 4.2293 -1.6629 -2.5566 0.000 0.000 0.002
H 1.4881 -2.1522 -5.4112 0.053 0.005 0.042
H -0.0089 -1.2152 -5.1262 0.003 -0.007 0.017
H 0.3044 -2.6882 -4.1888 -0.001 0.001 -0.023
H 3.2544 -0.3511 -5.5043 -0.038 -0.065 0.065
H 3.8761 0.7691 -4.2634 -0.038 0.016 0.028
H 2.4027 1.1744 -5.1521 0.028 0.000 0.006
Cl 1.1618 4.3038 -1.1595 -0.384 0.570 0.311
C 2.3841 3.2120 -1.9752 0.434 -0.871 -0.149
H 3.3507 3.5043 -1.5373 -0.047 0.179 0.001
H 2.3979 3.5464 -3.0198 -0.034 0.091 0.018
```
Forces are in eV/Å.

Properties
* HOMO level: -0.32 eV
* total charge: -2
* multiplicity: 1
* Kohn-Sham gap: 4.0 eV

And the Löwdin charges, in e, turn out to be: number 1, Rb, carries 0.70; number 2, C, carries -0.06; number 3, N, carries -0.14; number 4, C, carries -0.08; number 5, C, carries -0.13; number 6, N, carries 0.06; number 7, C, carries -0.48; number 8, P, carries 1.14; number 9, C, carries -0.49; number 10, N, carries 0.06; number 11, C, carries -0.14; number 12, C, carries -0.07; number 13, N, carries -0.09; number 14, C, carries -0.01; number 15, C, carries -0.49; number 16, N, carries 0.03; number 17, C, carries -0.12; number 18, C, carries -0.06; number 19, N, carries -0.15; number 20, C, carries -0.06; number 21, H, carries 0.08; number 22, H, carries 0.08; number 23, H, carries 0.08; number 24, H, carries 0.10; number 25, H, carries 0.11; number 26, H, carries 0.09; number 27, H, carries 0.11; number 28, H, carries 0.09; number 29, H, carries 0.07; number 30, H, carries 0.06; number 31, H, carries 0.09; number 32, H, carries 0.11; number 33, H, carries 0.08; number 34, H, carries 0.04; number 35, H, carries 0.09; number 36, O, carries 0.03; number 37, C, carries -0.30; number 38, C, carries 0.03; number 39, C, carries -0.20; number 40, N, carries 0.08; number 41, C, carries -0.21; number 42, C, carries 0.05; number 43, C, carries -0.80; number 44, O, carries -0.03; number 45, O, carries -0.24; number 46, C, carries -0.68; number 47, O, carries -0.07; number 48, O, carries -0.07; number 49, H, carries 0.09; number 50, H, carries 0.11; number 51, H, carries 0.12; number 52, C, carries -0.35; number 53, Sb, carries 1.31; number 54, C, carries -0.32; number 55, C, carries -0.35; number 56, H, carries -0.02; number 57, H, carries -0.03; number 58, H, carries -0.02; number 59, H, carries -0.01; number 60, H, carries -0.01; number 61, H, carries -0.01; number 62, H, carries -0.02; number 63, H, carries -0.02; number 64, H, carries -0.01; number 65, Cl, carries 0.17; number 66, C, carries -0.70; number 67, H, carries -0.11; number 68, H, carries -0.10



no.,strongest force on any atom (hartree/bohr)
1,0.121
2,0.027